(1)
The following is a DFT calculation (the ωB97M-V functional and the def2-TZVPD basis) of C23H37As3AuFNOS as an isolated structure at a distorted geometry.

Properties
**DFT total energy**: -227741.1934 eV
**Multiplicity**: 1
**Net charge**: +1
**HOMO (spin up / spin down)**: -10.053 / -10.051 eV
**ΔE to the lowest compared entry with this formula, charge and spin**: 23.5 kcal per mole

Each line ends with the natural charge from an NBO analysis.
CARTESIAN COORDINATES (ANGSTROEM)
Au -0.35122 0.07257 -0.29084  0.7358
O 0.32549 -0.39782 2.08500  -0.6433
N 0.48692 -1.67282 2.38714  0.0220
C 0.76723 -1.99459 3.67211  0.0169
C 0.91383 -3.28987 4.08120  -0.2406
C 0.78576 -4.31178 3.13901  -0.1604
C 0.54832 -3.97368 1.83042  -0.2258
C 0.40045 -2.63720 1.43126  0.0294
S 0.10025 -2.29382 -0.23161  -0.2290
H 0.84868 -1.14633 4.33451  0.2365
H 1.11204 -3.49956 5.12142  0.2425
H 0.86861 -5.34650 3.43914  0.2375
H 0.45439 -4.71791 1.05226  0.2406
C -2.70857 2.86975 -0.72752  -0.9594
As -0.98674 2.34443 0.02055  1.0337
C -1.27619 2.80479 1.87418  -0.9498
C 0.10304 3.73925 -0.82898  -0.7130
C 1.53621 4.08020 -0.38911  -0.0839
C 1.55041 4.68014 1.02096  -0.6192
C 2.44276 2.84420 -0.42117  -0.7229
As 2.02316 1.42703 0.90313  0.8781
C 3.15889 0.03980 0.14551  -0.9453
C 3.11897 1.84645 2.47654  -0.9378
C 2.13717 5.08031 -1.39503  -0.7106
As 1.27550 6.76598 -2.06230  0.8999
C 0.00710 5.98804 -3.35483  -0.9593
C -0.05073 7.31626 -0.70980  -0.9574
H -3.00381 3.84695 -0.34599  0.2426
H -3.46136 2.13789 -0.43601  0.2476
H -2.66226 2.90767 -1.81575  0.2359
H -1.26153 3.88322 2.02178  0.2452
H -0.52008 2.32842 2.49453  0.2638
H -2.25327 2.41843 2.16458  0.2500
H -0.51543 4.63411 -0.74593  0.2428
H 0.10987 3.44888 -1.88522  0.2298
H 1.28819 3.91751 1.75630  0.2044
H 0.84535 5.50796 1.10862  0.2184
H 2.54596 5.05702 1.25948  0.2256
H 3.48549 3.13731 -0.26320  0.2273
H 2.37664 2.35398 -1.39876  0.2125
H 4.20093 0.36286 0.13137  0.2263
H 2.84365 -0.20421 -0.86789  0.2232
H 3.08132 -0.86047 0.75449  0.2364
H 3.98194 2.44692 2.18861  0.2262
H 3.45851 0.89975 2.89494  0.2355
H 2.54267 2.37881 3.23008  0.2321
H 2.36609 4.55447 -2.32828  0.2209
H 3.10063 5.41253 -1.00199  0.2313
H 0.51875 5.25527 -3.97915  0.2242
H -0.35023 6.78507 -4.00581  0.2396
H -0.85811 5.52128 -2.88283  0.2021
H 0.43409 7.61009 0.21965  0.2328
H -0.82048 6.57279 -0.50449  0.1960
H -0.54261 8.19954 -1.11784  0.2420
F -2.69834 -4.09578 -4.62598  -0.2918
C -2.07614 -3.01732 -4.17085  0.4569
C -2.82781 -1.88443 -3.88337  -0.2793
C -2.18378 -0.77362 -3.39840  -0.1221
C -0.78456 -0.76490 -3.21105  -0.1763
C -0.12988 0.38167 -2.68514  -0.2938
C -0.06364 -1.93675 -3.52076  -0.1178
C -0.70136 -3.05782 -3.99811  -0.2804
H -3.89642 -1.89826 -4.04657  0.2475
H -2.74767 0.11710 -3.14858  0.2162
H -0.65475 1.32705 -2.71227  0.2090
H 0.95063 0.43824 -2.74513  0.2260
H 1.01200 -1.93558 -3.39495  0.2273
H -0.15372 -3.95665 -4.24446  0.2487

(2)
The following is a DFT calculation (the ωB97M-V functional and the def2-TZVPD basis) of C23H37BCl2F15I2Mg2N4O11PS2 as an isolated structure at a distorted geometry.

Properties
**DFT total energy**: -177445.3169 eV
**Multiplicity**: 1
**Net charge**: +2
**HOMO**: -11.912 eV

Each line ends with the Löwdin charge.
CARTESIAN COORDINATES (ANGSTROEM)
C 2.25635 -0.60210 -2.32144  -0.1941
C 1.18714 0.12516 -1.35515  -0.6606
I 1.96545 1.52984 0.11318  0.9536
C -0.21987 -0.14627 -1.48396  -0.6403
I -0.82146 -1.56493 -3.00214  1.2863
O -1.09011 0.58007 -0.61587  -0.0495
C -2.36719 -0.02734 -0.52648  -0.4704
O -2.65215 -0.60849 0.55561  0.0924
O -3.34931 0.00890 -1.53477  -0.1146
C -4.28288 1.12791 -1.38425  -0.1153
C -5.55094 0.73926 -2.29206  -0.0910
C -6.43917 -0.42814 -1.67838  -0.1569
O -5.69390 -1.67453 -1.43117  -0.1723
H 3.33284 -0.43449 -1.95893  0.0555
H 2.10877 -1.72814 -2.38936  0.0541
H 2.14001 -0.08143 -3.34137  0.1024
H -3.78826 2.04496 -1.88294  0.1569
H -4.54243 1.38003 -0.30472  0.1514
H -6.23090 1.63261 -2.48572  0.1460
H -5.14551 0.38609 -3.31202  0.1320
H -7.23667 -0.68067 -2.47167  0.1360
H -6.94637 -0.12253 -0.70556  0.1463
H -6.27142 -2.47061 -1.41200  0.0888
B -3.81231 -2.70741 -4.78463  -1.1615
F -4.35412 -3.04874 -6.04518  0.1363
F -4.41967 -3.54484 -3.75836  0.0299
F -2.40123 -2.92658 -4.78068  -0.0532
F -4.08864 -1.34130 -4.48583  0.0866
Cl 1.17598 5.04784 -2.18740  0.5966
C 2.91328 5.23967 -1.84220  -0.6426
C 3.76260 5.05820 -3.08305  -0.6617
Cl 3.75518 3.37156 -3.66188  0.5450
H 3.18429 4.52668 -1.06117  0.0333
H 3.04751 6.24732 -1.44451  0.0834
H 4.80040 5.31138 -2.86161  0.0814
H 3.42442 5.69766 -3.89803  0.0361
Mg -4.26389 -3.42584 -1.50880  1.4471
F 1.99126 9.90436 -4.16054  -0.0927
P 1.46846 8.50331 -4.73756  0.1999
F 0.04678 8.28811 -5.44639  -0.0970
F 2.49670 7.80028 -3.72076  -0.1681
F 1.95883 7.19106 -5.52288  -0.1572
F 1.89957 9.33722 -6.03612  -0.0861
F 0.41044 8.50051 -3.53190  -0.1041
O 5.28832 5.91552 -5.43141  -0.0618
H 5.89348 5.16727 -5.50437  0.0403
H 4.71645 5.82960 -6.20494  0.0526
N 1.68762 -3.25315 2.27136  0.0153
C 1.54374 -3.05300 3.61728  -0.1503
C 0.49522 -2.18435 3.80691  -0.1195
C -0.01562 -1.85316 2.52720  -0.1019
C 0.73826 -2.52952 1.59947  -0.1331
H 2.38347 -3.84133 1.84151  0.1535
H 2.19904 -3.54257 4.32195  0.0987
H 0.13527 -1.82735 4.76100  0.0777
H -0.84267 -1.19337 2.30875  0.0813
H 0.68261 -2.55714 0.52144  0.1014
C 1.94288 -2.61486 7.32254  -0.0711
C 1.30895 -1.81535 8.44234  -0.1590
N 0.59137 -2.63191 9.43580  -0.0726
C -0.04098 -2.11675 10.55570  -0.2454
C -0.63864 -3.16407 11.19508  -0.0676
N -0.34714 -4.29110 10.46107  -0.0729
C 0.41576 -3.95593 9.41278  0.0106
C -0.79617 -5.65238 10.75293  0.0462
H 1.19154 -3.19510 6.77966  0.0773
H 2.43311 -1.94822 6.61130  0.1003
H 2.69288 -3.30858 7.71277  0.0938
H 0.58917 -1.10497 8.02630  0.1448
H 2.07797 -1.24558 8.97525  0.1132
H 0.00611 -1.05682 10.74726  0.1002
H -1.24352 -3.24861 12.08242  0.1553
H 0.80407 -4.64691 8.67861  0.1768
H 0.07539 -6.28742 10.91493  0.1154
H -1.37238 -6.02328 9.90432  0.1158
H -1.42222 -5.65822 11.64477  0.1131
C 5.82238 -2.16290 -2.56180  -0.0621
C 6.78540 -1.01240 -2.78388  -0.2040
O 7.94930 -1.45507 -3.49399  0.0248
C 7.81577 -1.56416 -4.83304  -0.3624
O 6.80203 -1.31964 -5.43258  0.1682
C 9.13462 -1.99457 -5.46874  -0.5168
F 9.71928 -3.01150 -4.80304  0.1567
F 10.02967 -0.98673 -5.49221  0.1639
F 8.98632 -2.40612 -6.73860  0.1661
H 6.32578 -2.99437 -2.06194  0.0861
H 4.97441 -1.84427 -1.95235  0.0489
H 5.44045 -2.54699 -3.51059  0.0823
H 7.13164 -0.63276 -1.82010  0.1275
H 6.30642 -0.17900 -3.30479  0.1258
N -10.45705 2.68342 -3.12380  -0.2135
S -10.40307 1.23319 -2.51290  0.5383
O -9.09890 0.62025 -2.38354  -0.2905
O -11.49834 0.34537 -2.81210  -0.2137
F -10.71632 1.58402 -0.99077  -0.1693
S -10.10194 2.68805 -4.65738  0.5341
O -9.82014 4.00613 -5.17750  -0.2101
O -10.88059 1.84660 -5.53306  -0.2038
F -8.66111 2.01469 -4.71364  -0.1813
Mg 1.67878 -2.02480 11.97764  0.7883

(3)
The following is a DFT calculation (the ωB97M-V functional and the def2-TZVPD basis) of a 4-piece molecular cluster, C23H37I2NO13 overall at a distorted geometry.

Properties
**DFT total energy**: -68756.4053 eV
**Multiplicity**: 1
**Net charge**: 0
**HOMO**: -7.755 eV

Each line ends with the Löwdin charge.
CARTESIAN COORDINATES (ANGSTROEM)
C -1.38628 4.69817 4.69703  0.0055
C -2.59624 4.30861 3.71020  -0.4272
O -2.41610 4.51919 2.50440  0.0515
O -3.76381 3.81449 4.31014  -0.0435
C -4.34851 2.70782 3.58264  -0.1725
C -4.33873 1.31688 4.39459  -0.1499
C -3.62630 0.16149 3.55171  -0.2119
C -2.12599 -0.17094 4.06618  -0.2026
C -1.63946 -1.42831 3.17215  -0.2151
C -0.07097 -1.68916 3.23188  -0.2020
C 0.82585 -0.52937 2.61067  -0.1552
C 0.71663 -0.41832 1.00765  -0.2058
N 1.54108 -1.42677 0.29339  -0.1112
C 0.77089 -2.67974 0.17189  -0.4628
O -0.40098 -2.76524 -0.21029  0.1013
O 1.43516 -3.90676 0.48236  0.0519
C 1.89195 -1.01156 -1.08779  -0.6543
I 3.45086 0.56021 -1.12678  0.6854
C 2.49505 -2.24612 -2.00113  -0.6732
C 1.42937 -2.78596 -3.07829  -0.1633
I 4.16458 -1.43825 -3.21432  0.6821
H -1.42919 5.84285 4.75877  0.0968
H -1.51739 4.21208 5.70985  0.0817
H -0.39154 4.44261 4.19875  0.0935
H -5.44058 2.99783 3.38147  0.1336
H -3.89014 2.50040 2.56853  0.1074
H -5.44116 1.00855 4.48236  0.1108
H -3.91069 1.40527 5.43883  0.1172
H -4.18867 -0.83413 3.64553  0.1171
H -3.50733 0.40578 2.44286  0.1041
H -2.15321 -0.44066 5.17998  0.1177
H -1.42167 0.70557 3.90054  0.0957
H -2.03069 -1.20527 2.11554  0.1037
H -2.26018 -2.31812 3.54127  0.1183
H 0.11521 -2.72252 2.78558  0.1058
H 0.20800 -1.79005 4.34267  0.1178
H 0.51505 0.46421 3.06198  0.0986
H 1.90535 -0.74222 2.88598  0.1175
H -0.38202 -0.39831 0.67021  0.1292
H 1.10967 0.63054 0.75865  0.0888
H 1.30455 -4.43315 -0.34161  0.1173
H 0.93663 -0.62862 -1.59835  0.1198
H 2.96574 -3.06740 -1.38075  0.0623
H 0.85024 -1.96103 -3.59448  0.0817
H 0.74807 -3.59072 -2.62881  0.0873
H 2.04531 -3.32104 -3.88366  0.0563
C 6.87526 -5.53138 -1.69109  -0.1282
C 6.07722 -5.29950 -0.44266  -0.1261
O 4.79341 -4.95273 -0.94585  0.0397
C 4.69440 -5.48165 -2.19550  -0.5572
O 3.68235 -5.51922 -2.83533  0.1439
O 5.89114 -5.96262 -2.62338  0.0682
H 7.64540 -6.29207 -1.55937  0.1358
H 7.34073 -4.61592 -2.06687  0.1359
H 5.98550 -6.20101 0.16970  0.1362
H 6.48498 -4.49519 0.17043  0.1375
C 1.69552 2.22483 -6.35462  -0.1302
C 1.79085 1.68393 -4.96008  -0.1494
O 0.62204 0.88402 -4.84165  0.0469
C 0.25079 0.52987 -6.10256  -0.5502
O -0.59279 -0.27663 -6.35438  0.1593
O 0.96781 1.21141 -7.03820  0.0651
H 2.67376 2.37744 -6.81187  0.1348
H 1.13134 3.16050 -6.40353  0.1362
H 2.67057 1.04571 -4.82237  0.0911
H 1.79915 2.47207 -4.20629  0.1330
C -3.30726 3.68708 -0.62927  -0.1395
C -4.70616 4.22227 -0.57561  -0.1341
O -4.70957 5.20777 -1.60102  0.0640
C -3.72343 4.87801 -2.47954  -0.5523
O -3.56410 5.40146 -3.54127  0.1563
O -2.94352 3.87601 -1.99213  0.0624
H -3.25283 2.63244 -0.35597  0.1316
H -2.61826 4.25335 0.00217  0.1163
H -5.45566 3.46148 -0.81346  0.1341
H -4.94607 4.66547 0.39161  0.1314